[1]
Below is a 29-piece molecular cluster, C49H163N49O29 overall in a non-equilibrium geometry, with properties calculated with ωB97M-V with the def2-TZVPD basis set.

As for the frontier orbital gap: 8.65 eV. The largest force on an atom is 4.23 eV Å⁻¹. The LUMO energy comes out at -0.10 eV.

CARTESIAN COORDINATES (ANGSTROEM)
O  -3.7408  -3.5227  1.6343
H  -2.9971  -3.1270  1.1464
H  -4.3870  -2.8639  1.9536
C  6.0051  5.4580  -3.3817
C  5.4716  5.5767  -1.9750
C  5.7428  6.8184  -1.2166
O  7.0474  7.2553  -1.1065
C  7.1162  8.3258  -0.1812
N  4.0326  5.3191  -2.0609
H  7.0347  5.7474  -3.4748
H  5.4121  6.1222  -4.0291
H  5.9449  4.5054  -3.8451
H  5.8913  4.7425  -1.3916
H  5.4168  6.6377  -0.1717
H  5.1846  7.6278  -1.6204
H  6.7671  9.1856  -0.6880
H  8.1412  8.5478  0.1055
H  6.4805  8.1912  0.6642
H  3.5997  5.5595  -1.1769
H  3.6864  5.9544  -2.7665
C  -4.8234  5.3504  1.1726
C  -3.3662  5.0120  1.0549
C  -2.4310  6.2697  0.8958
O  -2.6450  6.8979  -0.3539
C  -1.7149  7.9733  -0.5195
N  -2.9429  4.3075  2.2580
H  -5.1590  6.1123  0.4834
H  -5.1144  5.7154  2.2122
H  -5.3431  4.4385  0.8771
H  -3.1214  4.3615  0.1617
H  -1.4464  5.9215  1.0052
H  -2.7298  7.0393  1.6840
H  -1.9338  8.8796  0.1494
H  -1.8213  8.3823  -1.5325
H  -0.6859  7.5952  -0.2494
H  -2.1088  3.6809  2.1318
H  -3.6698  3.7936  2.6414
C  -4.7993  -1.6039  8.5436
C  -5.1710  -1.0564  7.1894
C  -3.9718  -0.8011  6.3318
O  -3.1709  -2.0276  6.4444
C  -2.0633  -2.1568  5.5262
N  -6.0139  -2.0549  6.5053
H  -4.0747  -1.0440  9.0804
H  -4.3179  -2.5949  8.4372
H  -5.6827  -1.9468  9.1349
H  -5.6741  -0.1163  7.2517
H  -3.4134  0.0261  6.7900
H  -4.2343  -0.5026  5.2650
H  -1.2261  -1.4753  5.7030
H  -2.3372  -1.9112  4.4378
H  -1.7726  -3.2016  5.5810
H  -5.3194  -2.7249  6.1073
H  -6.4298  -2.6105  7.2489
C  -1.0171  -5.4568  -2.0141
C  -1.4385  -6.8899  -2.2015
C  -0.7312  -7.4990  -3.4374
O  -1.2841  -7.0026  -4.7226
C  -0.6017  -7.5052  -5.8830
N  -1.1390  -7.6567  -1.0033
H  -1.2339  -4.9255  -2.8856
H  0.0267  -5.1615  -1.7030
H  -1.7555  -5.0537  -1.2390
H  -2.4955  -6.9541  -2.3894
H  -0.8290  -8.6091  -3.4518
H  0.3885  -7.3324  -3.4534
H  0.4618  -7.4651  -5.6455
H  -0.7667  -6.9080  -6.7900
H  -0.9446  -8.5940  -5.9092
H  -0.9871  -7.0316  -0.2866
H  -1.8561  -8.2966  -0.6473
C  0.0042  -3.3019  1.6282
C  -0.7610  -1.9707  1.4775
C  0.2474  -0.7948  1.4971
O  -0.5720  0.4470  1.7366
C  0.0972  1.7162  1.4307
N  -1.5227  -2.0145  0.2245
H  0.7365  -3.2491  2.4328
H  0.4957  -3.5403  0.7307
H  -0.6741  -4.1802  1.7819
H  -1.3839  -1.8805  2.3975
H  0.8325  -0.7114  0.5897
H  0.9885  -0.7696  2.2870
H  -0.7028  2.4078  1.2033
H  0.7546  1.5734  0.5297
H  0.6309  2.1143  2.3590
H  -0.9236  -2.2927  -0.5176
H  -1.7330  -0.9830  0.0892
C  0.2766  5.3564  -1.3149
C  -0.0962  5.8909  -2.7230
C  0.9463  5.4001  -3.7642
O  1.8406  6.5118  -4.0002
C  2.6981  6.3247  -5.1333
N  -1.3593  5.2064  -3.1289
H  1.0630  5.9908  -0.8061
H  0.5447  4.2760  -1.3545
H  -0.5913  5.4398  -0.6283
H  -0.2636  7.0008  -2.6553
H  0.4438  5.2026  -4.6598
H  1.5491  4.6348  -3.2894
H  3.4515  5.5288  -4.9719
H  3.1940  7.2963  -5.1542
H  2.1346  6.1247  -6.0812
H  -2.1662  5.6041  -2.5278
H  -1.5766  5.4702  -4.1186
C  5.9844  -0.5220  -5.1968
C  5.6826  -1.0435  -3.7297
C  6.4631  -0.2073  -2.7635
O  6.0493  1.1411  -2.8248
C  6.3559  1.9146  -1.6810
N  4.2582  -1.0955  -3.3335
H  7.0629  -0.3346  -5.3556
H  5.4898  0.4498  -5.4162
H  5.5855  -1.1616  -5.9950
H  6.1740  -2.0448  -3.7067
H  7.5201  -0.2598  -3.1344
H  6.4101  -0.5705  -1.7402
H  6.3003  1.2767  -0.7710
H  5.6128  2.7002  -1.5941
H  7.3934  2.2556  -1.8868
H  3.7069  -0.1849  -3.2878
H  3.6792  -1.7654  -3.8556
C  4.5732  -1.9395  0.9908
O  4.5319  -1.4663  2.1174
N  5.1839  -3.1116  0.6876
N  4.1983  -1.1716  -0.1046
H  4.7301  -3.7348  -0.0251
H  5.5421  -3.6162  1.4670
H  4.2913  -1.6646  -1.0008
H  3.5275  -0.4024  -0.1000
C  1.1762  -1.7238  -2.9561
O  1.0710  -2.6859  -3.7214
N  1.6875  -1.7112  -1.7405
N  0.7339  -0.5312  -3.4674
H  2.1366  -2.6165  -1.4010
H  1.8264  -0.7861  -1.2658
H  0.1385  -0.7497  -4.2713
H  0.3641  0.2867  -3.0524
C  2.0426  9.3200  -0.0037
O  1.9856  9.5583  1.1777
N  1.2876  9.9688  -0.8810
N  2.8579  8.3400  -0.4946
H  0.9750  10.8567  -0.5137
H  1.6415  10.0921  -1.7777
H  3.3243  7.8519  0.2554
H  2.6434  8.0345  -1.4790
C  -5.9603  -0.6963  -1.2918
O  -5.9324  0.0676  -2.3068
N  -4.8529  -1.1802  -0.7027
N  -7.1447  -1.0263  -0.7948
H  -4.0198  -0.7496  -1.1274
H  -4.9298  -1.9511  -0.0863
H  -7.8821  -0.6133  -1.3030
H  -7.3037  -1.6959  -0.0930
C  2.9027  -5.4570  -1.6139
O  2.7014  -4.5435  -0.7761
N  2.6314  -5.2738  -2.9184
N  3.4788  -6.6860  -1.2419
H  2.9285  -5.8673  -3.6848
H  2.0344  -4.3831  -3.0711
H  3.4748  -6.7951  -0.2294
H  3.1366  -7.5778  -1.6584
C  3.0570  -2.7539  5.0673
O  3.3574  -3.7325  4.3456
N  2.6761  -1.6146  4.5080
N  3.1220  -2.7914  6.4196
H  2.6648  -0.7076  4.9089
H  2.8374  -1.4901  3.5301
H  3.5748  -3.5752  6.8855
H  2.8247  -2.0171  7.0146
C  -3.2479  -7.9078  1.3462
O  -3.8035  -8.8248  0.6804
N  -3.4894  -6.5495  1.2535
N  -2.2354  -8.1265  2.2199
H  -4.0843  -6.2504  0.4832
H  -2.9025  -5.9577  1.7303
H  -1.5479  -7.5212  2.6545
H  -1.9912  -9.0510  2.3940
C  2.5573  -6.7159  2.7973
O  2.1169  -7.6821  2.2423
N  2.9662  -5.5763  2.1329
N  2.7810  -6.6960  4.1625
H  2.7002  -5.4847  1.1673
H  3.2782  -4.7953  2.6631
H  2.3181  -7.3572  4.7584
H  3.0786  -5.8242  4.5164
C  -1.0449  4.2463  5.2807
O  -0.5690  3.3730  4.5597
N  -0.8459  4.1583  6.6056
N  -1.7608  5.2730  4.7825
H  -1.3856  4.6842  7.2851
H  -0.3681  3.3989  7.0911
H  -2.3334  5.7891  5.3906
H  -2.1507  5.0445  3.8373
C  -4.8220  -6.5656  -2.1424
O  -5.1834  -6.0268  -1.1324
N  -4.4904  -5.8469  -3.2730
N  -4.5374  -7.8739  -2.1851
H  -3.6480  -6.2221  -3.6388
H  -4.4443  -4.8724  -3.1042
H  -4.4852  -8.3447  -1.2941
H  -4.4162  -8.5019  -2.9725
C  1.7965  5.9165  2.0217
O  2.8267  6.0427  1.2889
N  1.5771  4.7545  2.7204
N  0.8592  6.8709  2.1077
H  0.7323  4.4588  3.1610
H  2.4068  4.2129  2.7491
H  1.1128  7.7963  1.7398
H  0.0645  6.9170  2.7851
C  -1.7125  -1.8558  -6.3646
O  -1.3818  -0.7692  -5.6889
N  -1.0446  -3.0338  -6.1743
N  -2.6493  -1.7584  -7.3219
H  -0.1520  -3.0366  -5.5612
H  -1.3894  -3.9684  -6.2975
H  -3.4188  -1.0718  -7.1884
H  -2.8883  -2.5975  -7.7976
C  2.3593  -9.7725  -0.4113
O  2.7269  -9.5630  -1.5673
N  1.1181  -9.5754  0.1269
N  3.1005  -10.5255  0.4970
H  0.6537  -8.9740  -0.5782
H  1.3001  -9.1311  1.0558
H  4.0118  -10.8285  0.3447
H  2.6899  -10.6414  1.4158
C  -2.4454  1.6901  -2.1171
O  -2.4761  0.7443  -1.3473
N  -3.4726  2.1282  -2.8582
N  -1.2387  2.3520  -2.1547
H  -3.3214  2.8038  -3.6370
H  -4.2864  1.5979  -2.7851
H  -0.4475  1.9058  -1.6603
H  -1.0469  3.2470  -2.6103
C  -5.1435  -0.2447  -5.5320
O  -4.8453  -0.1220  -6.7364
N  -6.3706  0.1202  -5.1030
N  -4.3589  -0.7470  -4.5998
H  -6.5409  0.2782  -4.1319
H  -7.0256  0.4809  -5.7971
H  -3.3943  -0.6110  -4.7807
H  -4.6899  -0.6449  -3.6280
C  1.9973  1.2915  6.2564
O  3.0687  0.6917  6.3269
N  1.5516  1.7545  5.1021
N  1.1350  1.4213  7.3226
H  0.6381  2.2679  5.0029
H  2.1675  1.7263  4.3388
H  1.3834  0.7973  8.0630
H  0.1746  1.5529  7.0881
C  4.3334  2.1444  3.6642
O  3.3408  2.1581  2.9763
N  4.7851  3.1341  4.4826
N  5.1534  1.0261  3.6246
H  5.7526  3.1015  4.8385
H  4.4220  4.0990  4.4367
H  4.7711  0.3314  3.0443
H  5.8107  0.8188  4.3789
C  -4.3564  1.1373  2.5001
O  -5.2877  1.4824  3.2138
N  -2.9972  1.1442  2.9667
N  -4.4113  0.9435  1.1697
H  -2.3366  0.5687  2.4341
H  -2.8335  1.0517  3.9555
H  -5.2862  1.0377  0.6681
H  -3.5896  0.6752  0.6194
C  2.6845  2.0725  -1.0255
O  2.1938  0.9193  -0.8985
N  3.0932  2.7723  0.0597
N  2.8370  2.5418  -2.2235
H  3.3020  3.7889  -0.0212
H  3.0499  2.4497  1.0200
H  2.4250  2.0992  -3.0526
H  3.1563  3.4319  -2.4853
C  -6.6515  -2.3283  2.8704
O  -6.6689  -2.3412  1.6455
N  -6.7418  -1.2053  3.5934
N  -6.7158  -3.5171  3.5702
H  -6.6535  -1.2387  4.6068
H  -6.5749  -0.3109  3.0976
H  -6.7983  -3.4838  4.5607
H  -6.2895  -4.3100  3.1595
C  -2.1218  2.3686  -5.7463
O  -2.5161  3.4592  -5.2716
N  -2.8077  1.5343  -6.6038
N  -0.8832  1.8881  -5.3442
H  -3.7183  1.7618  -6.9737
H  -2.4504  0.6283  -6.6256
H  -0.5361  1.0348  -5.7943
H  -0.7025  2.0787  -4.3875


[2]
Below is C49H34BF5InN12O7PSe as an isolated structure in a non-equilibrium geometry, with properties calculated with ωB97M-V with the def2-TZVPD basis set.

Its energy relative to the best compared isomer or geometry (same formula, charge and spin) is 33.4 kcal per mole. As for the frontier orbital gap (alpha / beta): 8.37 / 6.41 eV. The largest force on an atom is 1.41 eV Å⁻¹. The LUMO energy (alpha / beta) comes out at -3.13 / -4.97 eV. Its net charge is +1. Its spin multiplicity is 2.

CARTESIAN COORDINATES (ANGSTROEM)
In  -0.1930  -0.6655  -0.6238
C  2.1251  -4.5380  -0.7637
C  1.8929  -3.2468  -1.2267
N  0.8309  -2.7344  -0.6162
N  0.3526  -3.6667  0.2251
C  1.1270  -4.7583  0.1612
B  -0.9168  -3.3623  1.0492
N  -0.5194  -2.1949  1.9759
C  -0.2828  -2.2337  3.2931
C  0.3260  -1.0547  3.6698
C  0.4448  -0.3335  2.4914
N  -0.0637  -1.0379  1.4892
N  -2.0010  -2.9903  0.0049
C  -3.0588  -3.7279  -0.3670
C  -3.6380  -3.1408  -1.4744
C  -2.8522  -2.0204  -1.7320
N  -1.8799  -1.9598  -0.8337
N  -1.4411  -4.5096  1.8742
C  -1.5277  -5.8408  1.6141
C  -2.2627  -6.4248  2.6151
C  -2.6179  -5.3602  3.4553
N  -2.1318  -4.2320  2.9936
H  2.8989  -5.2155  -1.0619
H  2.4272  -2.6983  -1.9758
H  0.9470  -5.6149  0.7759
H  -0.5766  -3.0708  3.8909
H  0.6559  -0.7630  4.6451
H  0.8446  0.6477  2.3366
H  -3.3452  -4.6193  0.1566
H  -4.4920  -3.4851  -2.0231
H  -2.9409  -1.2667  -2.4964
H  -1.1019  -6.2849  0.7381
H  -2.5067  -7.4580  2.7394
H  -3.2023  -5.3697  4.3527
F  9.1549  -1.2836  -0.9154
C  7.8805  -1.1979  -0.5617
C  7.5281  -0.8275  0.7381
F  8.4725  -0.5270  1.6214
C  6.1888  -0.7706  1.0971
F  5.8408  -0.4257  2.3364
C  5.1737  -1.0681  0.1860
Se  3.3797  -0.9758  0.7120
C  5.5500  -1.4304  -1.1054
F  4.5863  -1.7188  -1.9959
C  6.8804  -1.4923  -1.4888
F  7.2021  -1.8268  -2.7364
O  0.6809  -1.9100  -3.6707
C  1.0368  -0.8188  -3.3032
O  0.3942  -0.0528  -2.4776
C  2.3366  -0.1724  -3.7378
C  3.0289  0.5362  -2.7659
C  4.2413  1.1410  -3.0639
C  4.7614  1.0947  -4.3492
C  4.0640  0.3716  -5.3045
C  2.8719  -0.2862  -5.0146
N  4.6161  0.2966  -6.6587
O  5.6638  0.8591  -6.8544
O  3.9785  -0.3265  -7.4694
N  4.9798  1.7668  -1.9927
O  4.4682  1.7400  -0.8845
O  6.0557  2.2501  -2.2423
H  2.6511  0.5866  -1.7534
H  5.6941  1.5835  -4.5951
H  2.3808  -0.8798  -5.7737
O  -2.0921  0.7053  -0.0018
P  -2.8733  1.6465  0.8693
C  -2.1249  1.7450  2.5223
C  -2.5847  0.8946  3.5188
C  -1.9685  0.8885  4.7575
C  -0.8972  1.7333  5.0011
C  -0.4395  2.5850  4.0083
C  -1.0378  2.5773  2.7608
C  -4.5895  1.1073  1.0725
C  -5.0678  -0.0244  0.4285
C  -6.4016  -0.3748  0.5537
C  -7.2513  0.4016  1.3245
C  -6.7724  1.5299  1.9749
C  -5.4436  1.8865  1.8465
C  -2.9937  3.3230  0.1684
C  -2.9780  4.4756  0.9466
C  -3.1453  5.7120  0.3456
C  -3.3550  5.8029  -1.0209
C  -3.4008  4.6546  -1.7955
C  -3.2254  3.4175  -1.2007
H  -3.4274  0.2468  3.3182
H  -2.3181  0.2190  5.5281
H  -0.4192  1.7344  5.9678
H  0.3874  3.2492  4.2076
H  -0.6666  3.2216  1.9725
H  -4.3926  -0.6208  -0.1672
H  -6.7810  -1.2524  0.0511
H  -8.2899  0.1259  1.4242
H  -7.4377  2.1275  2.5797
H  -5.0577  2.7658  2.3424
H  -2.8374  4.4122  2.0165
H  -3.1169  6.6075  0.9478
H  -3.4770  6.7702  -1.4824
H  -3.5669  4.7265  -2.8594
H  -3.2590  2.5143  -1.7962
N  -0.8414  5.0017  -3.3104
C  -0.3503  4.4274  -2.4523
C  0.2950  3.6939  -1.4256
C  1.2819  4.2782  -0.6295
C  1.9527  3.4715  0.2720
C  1.6143  2.1272  0.3504
N  0.6372  1.5878  -0.3705
C  -0.0088  2.3475  -1.2405
H  1.5164  5.3261  -0.7345
H  2.7412  3.8673  0.8937
H  2.1767  1.4716  1.0042
H  -0.7804  1.8643  -1.8203